[1]
Density functional theory data (ωB97M-V/def2-TZVPD) for a cluster of 2 separate species, C2H3Cl2NO in total.

Its LUMO energy is 0.438 eV. The energy relative to the best compared isomer or geometry (same formula, charge and spin) comes out at 70.52 kcal/mol. The value obtained for the total energy is -1128.2945 Ha. Its highest occupied orbital energy is -8.535 eV. The max |F| comes out at 4.9 eV/Å. Its frontier orbital gap is 8.973 eV.

```
! RIJCOSX wB97M-V def2-TZVPD def2/J DEFGRID3
* xyz 0 1
C 1.39886 -0.58976 0.71847
C -0.42952 0.41206 0.14679
N -0.93421 -0.39474 -0.86680
O 1.49158 -1.24675 1.68488
Cl 0.09259 1.98256 -0.42616
Cl -1.34643 0.71244 1.55502
H 2.03756 -0.10898 -0.11381
H -1.95099 -0.10424 -1.08644
H -0.35942 -0.66260 -1.61196
*
```

Mulliken population analysis, charges in e, atoms 1 to 2: C 0.25; C 0.16



[2]
Density functional theory data (ωB97M-V/def2-TZVPD) for a structure of composition C23H39Cl30FInN3O5P.

Its LUMO energy is 1.240 eV. The value obtained for the total energy is -15877.1664 Ha. Its highest occupied orbital energy is -5.786 eV. The max |F| comes out at 9.5 eV/Å. Its frontier orbital gap is 7.026 eV.

```
! RIJCOSX wB97M-V def2-TZVPD def2/J DEFGRID3
* xyz -1 1
C 4.96511 5.27572 2.20477
C 4.69384 3.73668 1.65702
C 4.28453 3.82665 0.06879
C 3.66647 2.86192 2.58833
C 3.81775 3.27546 4.19806
C 2.07793 3.03547 2.22159
O 1.36523 1.90694 2.86710
In 0.32700 0.73213 1.47615
C -1.74980 1.62082 1.23652
C -2.37668 2.28809 2.59593
C -3.20568 3.68380 2.37049
C -4.43029 3.60122 1.28293
N -4.62104 4.89915 0.53146
C -5.24241 5.98850 1.37640
N -4.74019 7.28037 1.17761
N -6.37201 5.83383 2.36894
C 1.28088 0.62926 -0.58336
C 2.74279 -0.14586 -0.61636
O 3.32384 -0.74496 0.42758
F 3.48425 -0.23919 -1.92843
P 0.02717 -1.71811 2.24307
O 1.38102 -2.36241 2.76764
O -0.58236 -2.61472 0.83757
O -1.27565 -1.73827 3.41337
H 6.01133 5.30011 2.77741
H 5.14813 5.92797 1.22236
H 4.09565 5.70833 2.86077
H 5.75064 3.18316 1.69565
H 3.95018 2.75840 -0.28289
H 3.33146 4.52937 -0.05964
H 5.11729 4.29260 -0.62390
H 3.95038 1.71240 2.50551
H 3.25442 4.31315 4.31373
H 4.94991 3.40622 4.52546
H 3.23452 2.50495 4.89013
H 1.69019 4.02113 2.76061
H 1.82176 2.99206 1.08001
H -2.51934 0.79228 0.85934
H -1.77824 2.46523 0.39778
H -3.03462 1.46376 3.11763
H -1.50708 2.53831 3.37224
H -2.43742 4.52610 2.10879
H -3.70685 3.96488 3.41480
H -5.42003 3.19352 1.80296
H -4.16565 2.77893 0.45874
H -5.09567 4.77506 -0.38929
H -3.98630 7.19356 0.43102
H -6.14535 6.33122 3.25849
H -6.65459 4.84058 2.52011
H 1.30491 1.68384 -1.14206
H 0.55041 -0.04102 -1.24842
H -0.16833 -2.16146 0.03597
H -2.10663 -2.14399 2.97860
C 4.15574 -4.25044 4.16330
Cl 5.59411 -3.25828 3.86975
Cl 4.39565 -5.89284 3.54320
Cl 3.76839 -4.28845 5.89187
H 3.31316 -3.80122 3.63141
C 7.93362 2.16941 4.98301
Cl 7.82575 3.05774 3.45373
Cl 8.26184 3.27873 6.32510
Cl 6.44339 1.25793 5.27945
H 8.76245 1.46047 4.91169
C 0.15794 -1.89723 -4.04022
Cl -0.44794 -1.92946 -2.37548
Cl 0.01512 -3.49843 -4.78541
Cl -0.71341 -0.68620 -4.99604
H 1.21533 -1.62153 -4.01654
C -0.23256 -7.35517 -5.05488
Cl -1.91210 -7.28932 -4.49425
Cl 0.01606 -6.23813 -6.40764
Cl 0.88123 -6.98312 -3.72805
H -0.02558 -8.37006 -5.40387
C 0.28859 4.27587 -3.07140
Cl 0.55816 2.61171 -3.61673
Cl -0.70803 4.29685 -1.60653
Cl 1.83358 5.09450 -2.78454
H -0.24526 4.81404 -3.85881
C -5.24206 -9.02130 -5.31585
Cl -5.84794 -9.05353 -3.65112
Cl -5.38488 -10.62250 -6.06104
Cl -6.11341 -7.81027 -6.27168
H -4.18467 -8.74559 -5.29217
C 2.26108 -6.89137 -9.81835
Cl 1.83203 -8.13901 -8.63566
Cl 1.75128 -7.37451 -11.44508
Cl 1.53468 -5.33739 -9.37458
H 3.34797 -6.77597 -9.81819
C -6.59088 -9.50705 0.19216
Cl -8.00931 -9.87655 1.18765
Cl -5.73125 -8.09649 0.83316
Cl -5.50966 -10.90808 0.10545
H -6.93186 -9.27212 -0.81937
C 2.33493 7.82281 -0.14928
Cl 1.76163 6.49355 0.87241
Cl 0.99302 8.89326 -0.58857
Cl 3.61323 8.73307 0.67340
H 2.75063 7.39762 -1.06637
C -6.38728 -4.23382 0.40403
Cl -8.06681 -4.16798 0.96466
Cl -6.13866 -3.11678 -0.94873
Cl -5.27349 -3.86177 1.73087
H -6.18030 -5.24872 0.05504
*
```

Mulliken population analysis, charges in e, atoms 1 to 2: C -0.67; C 0.51



[3]
Density functional theory data (ωB97M-V/def2-TZVPD) for a structure of composition C34H28Cl3GeN3O5S2Ti.

Its LUMO energy (spin up / spin down) is -2.791 / -2.870 eV. The energy relative to the best compared isomer or geometry (same formula, charge and spin) comes out at 0.00 kcal/mol. The value obtained for the total energy is -6956.1552 Ha. Its highest occupied orbital energy (spin up / spin down) is -11.065 / -11.659 eV. The max |F| comes out at 4.1 eV/Å. Its frontier orbital gap (spin up / spin down) is 8.274 / 8.789 eV.

```
! RIJCOSX wB97M-V def2-TZVPD def2/J DEFGRID3
* xyz 1 2
Ti 0.29681 0.70493 -0.72126
O 2.68189 1.28688 -4.01786
C 2.06564 0.79981 -3.08707
O 1.02371 1.38351 -2.47741
C 2.45986 -0.49981 -2.45981
C 3.45573 -1.38215 -2.85083
C 3.62571 -2.51683 -2.09564
C 2.89906 -2.64266 -0.89841
C 1.95211 -1.71928 -0.52935
N 1.78243 -0.68439 -1.33260
C 1.01800 -1.73532 0.66829
O 0.89378 -2.58649 1.49033
O 0.33225 -0.58566 0.75077
H 3.89463 -1.17237 -3.81430
H 4.29681 -3.33805 -2.32308
H 3.09947 -3.47077 -0.19506
S -1.52527 1.89434 1.56158
C -1.82456 2.81426 0.09425
C -2.83482 3.73488 0.00035
C -3.01107 4.45004 -1.20782
C -2.05856 4.26884 -2.17028
C -1.03285 3.39523 -1.99089
N -0.97176 2.59010 -0.91982
H -3.45496 4.01242 0.89213
H -3.85364 5.10244 -1.36819
H -2.10440 4.98101 -2.93829
H -0.28761 3.26352 -2.69759
Ge 0.48894 2.69575 2.05513
C 1.94831 1.96926 0.91187
C 2.39936 2.51518 -0.28913
C 3.56898 2.13243 -0.82797
C 4.34565 1.14690 -0.21740
C 3.87600 0.58930 0.99952
C 2.68883 1.02157 1.55017
C 0.86467 2.31033 3.87076
C 1.72362 3.02015 4.72415
C 1.97057 2.53135 5.98697
C 1.38891 1.34072 6.38388
C 0.64316 0.55195 5.51379
C 0.32602 1.10092 4.24413
H 0.30191 4.18583 1.73728
H 1.79208 3.20402 -0.84320
H 3.85379 2.70513 -1.71373
H 5.28520 0.79305 -0.65615
H 4.36571 -0.21124 1.48058
H 2.28118 0.64760 2.48907
H 2.12986 3.99321 4.38586
H 2.50187 3.11086 6.66547
H 1.45848 0.96200 7.42438
H 0.34389 -0.42529 5.84070
H -0.37315 0.48348 3.64700
Cl -0.56426 -4.12531 -8.19410
C 0.71503 -3.39895 -7.14806
Cl 0.91173 -1.67538 -7.50688
Cl 2.20970 -4.29558 -7.45202
C 0.39139 -3.38902 -5.76454
N 0.02862 -3.42385 -4.65536
C -4.73328 -2.73565 3.46332
C -3.96977 -2.55992 2.16723
C -4.21700 -1.40812 1.45262
C -3.44425 -1.08306 0.36733
C -2.51801 -2.01533 -0.05775
C -2.32951 -3.21228 0.57339
C -3.02092 -3.49058 1.72079
S -1.51889 -1.76759 -1.54605
C -2.78214 -2.05010 -2.84828
O -1.35511 -0.26335 -1.62629
H -5.71787 -2.29180 3.56219
H -4.19680 -2.33950 4.32384
H -4.88668 -3.79638 3.60448
H -4.94615 -0.72805 1.78821
H -3.72213 -0.16757 -0.22399
H -1.52652 -3.81808 0.22807
H -2.79994 -4.39378 2.24332
H -3.14468 -3.09218 -2.75417
H -2.25567 -1.84387 -3.77282
H -3.59913 -1.35757 -2.66979
*
```

Mulliken population analysis, charges in e, atoms 1 to 2: Ti -0.41; O -0.70



[4]
Density functional theory data (ωB97M-V/def2-TZVPD) for a structure of composition C25H49ClIrN4O3P.

Its LUMO energy is -5.236 eV. The value obtained for the total energy is -2332.2331 Ha. Its highest occupied orbital energy is -14.128 eV. The max |F| comes out at 0.8 eV/Å. Its frontier orbital gap is 8.892 eV.

```
! RIJCOSX wB97M-V def2-TZVPD def2/J DEFGRID3
* xyz 2 1
Ir 1.05676 0.15556 -2.27532
N 0.52144 2.05411 -1.82750
C 1.69600 2.77667 -1.23960
C 1.30669 4.09218 -0.56990
C 0.25352 4.06034 0.54538
C 0.64985 3.32126 1.82637
N 1.94610 3.72989 2.34694
C 2.19222 4.67334 3.23568
N 3.45696 4.92214 3.58560
N 1.21286 5.38947 3.79556
C 2.52462 1.79217 -0.36942
O 3.22110 2.26009 0.52705
O 2.46485 0.56351 -0.69842
H 0.14346 2.56790 -2.62173
H -0.22538 1.99167 -1.13407
H 2.34824 3.01217 -2.08436
H 0.95310 4.77921 -1.34279
H 2.23201 4.52521 -0.18865
H -0.69284 3.63367 0.19449
H 0.01999 5.09970 0.78870
H 0.72474 2.24682 1.65175
H -0.12042 3.44375 2.58972
H 2.72126 3.27569 1.85030
H 4.20859 4.36384 3.21758
H 3.68998 5.64583 4.24261
H 0.25180 5.24474 3.54699
H 1.40761 6.05156 4.52642
Cl 2.06597 0.75449 -4.29027
C 0.33137 0.14452 -4.16350
H 0.23345 -0.77198 -4.73738
H -0.33626 0.91365 -4.54581
O -0.04274 -0.31195 -0.65629
P -0.83800 -1.53817 -0.14053
C 0.02131 -3.11333 -0.49144
C -0.30248 -3.79132 -1.83579
C 0.37427 -3.15348 -3.05526
C 1.72956 -2.53831 -2.71890
C 2.37061 -3.26922 -1.54910
C 1.56044 -3.00299 -0.27201
C -0.98381 -1.21830 1.64202
C -1.74051 -2.32200 2.41482
C -0.83557 -3.36249 3.07114
C 0.22602 -2.69540 3.93524
C 1.10719 -1.79850 3.07585
C 0.29477 -0.72360 2.35626
C -2.53083 -1.64993 -0.81341
C -3.52959 -0.70281 -0.12488
C -3.30070 0.76339 -0.49261
C -3.17246 0.96133 -2.02093
C -3.50308 -0.31856 -2.78180
C -2.54768 -1.43323 -2.35753
H -0.40356 -3.76341 0.28010
H -1.37880 -3.85418 -1.99302
H 0.03477 -4.82464 -1.73965
H -0.28602 -2.43706 -3.53334
H 0.55965 -3.93413 -3.79558
H 1.73235 -1.48655 -2.27001
H 2.37319 -2.44951 -3.59189
H 3.40128 -2.95146 -1.39888
H 2.39460 -4.33456 -1.79173
H 1.82985 -2.00451 0.08317
H 1.86609 -3.70492 0.50238
H -1.64615 -0.34694 1.59233
H -2.48333 -2.80999 1.77672
H -2.31140 -1.82792 3.20619
H -0.33764 -3.98387 2.31924
H -1.45299 -4.03860 3.66349
H 0.83136 -3.44780 4.44114
H -0.25956 -2.10279 4.71795
H 1.65001 -2.41673 2.35884
H 1.86601 -1.30558 3.68565
H 0.92492 -0.17181 1.65402
H -0.03984 -0.00345 3.11031
H -2.83388 -2.67877 -0.59083
H -3.53125 -0.83777 0.95616
H -4.52646 -1.00329 -0.45015
H -2.40090 1.13195 0.01386
H -4.13059 1.35231 -0.10148
H -2.14318 1.23538 -2.28172
H -3.80832 1.78048 -2.35565
H -3.40719 -0.15783 -3.85682
H -4.54153 -0.60710 -2.61147
H -1.55363 -1.14373 -2.70589
H -2.80420 -2.36551 -2.86070
*
```

Mulliken population analysis, charges in e, atoms 1 to 2: Ir 1.09; N -0.14